17
Properties=species:S:1:pos:R:3:nbo_charge:R:1 method="wB97M-V/def2-TZVPD" fmax_ev_per_a=0.73 homo_ev=-9.587 total_energy_ev=-8429.6075 gap_ev=10.6 total_charge=0 smiles="C=C[C@H]1CC[C@@H]1O" relative_energy_kj_mol=157.55
O 2.113 -1.051 0.901 -0.7113
C 1.345 -0.604 -0.209 0.1038
C -0.571 -0.673 0.691 -0.4020
C -0.285 1.494 -0.636 -0.1823
C 0.114 -1.475 -0.434 -0.4270
C -1.598 1.689 -0.544 -0.3896
C 0.404 0.526 0.296 -0.2883
H -1.655 -0.576 0.589 0.2119
H 2.059 -0.459 -1.021 0.1800
H 0.976 1.135 1.020 0.2204
H 1.640 -0.781 1.700 0.4618
H 0.293 2.118 -1.321 0.2082
H -0.383 -1.098 1.681 0.2030
H 0.216 -2.559 -0.351 0.2138
H -0.338 -1.205 -1.396 0.2088
H -2.167 1.155 0.207 0.1870
H -2.165 2.363 -1.172 0.2019



22
Properties=species:S:1:pos:R:3:nbo_charge:R:1 method="wB97M-V/def2-TZVPD" fmax_ev_per_a=0.44 homo_ev="-6.151 / -6.151" total_energy_ev=-11003.1496 gap_ev="6.7 / 6.7" total_charge=0 relative_energy_kj_mol=444.15
O 0.086 1.413 -1.156 -0.8959
N -1.831 -0.734 -1.151 -0.7410
C 0.181 -0.515 0.201 -0.2383
C -1.909 0.898 0.633 -0.6818
C 2.388 1.031 0.179 -0.7054
C 1.132 -0.947 -0.912 -0.4513
C 1.294 0.416 -0.348 0.2487
C 0.328 -1.073 1.595 -0.5960
C -1.142 -0.056 -0.226 0.5894
H -0.120 -2.066 1.692 0.2021
H 1.885 -1.682 -0.650 0.2316
H -2.424 0.348 1.427 0.2362
H -1.228 1.617 1.078 0.2617
H 0.752 -1.048 -1.923 0.1996
H 1.393 -1.132 1.827 0.2451
H 2.289 1.843 0.888 0.1952
H -2.672 -0.341 -1.544 0.3971
H -1.345 -1.413 -1.716 0.4051
H -2.654 1.440 0.049 0.2280
H 0.354 1.602 -2.070 0.4624
H -0.128 -0.414 2.337 0.2100
H 3.373 0.812 -0.211 0.1976



9
Properties=species:S:1:pos:R:3:nbo_charge:R:1 method="wB97M-V/def2-TZVPD" fmax_ev_per_a=3.32 homo_ev=-8.848 total_energy_ev=-14675.4933 gap_ev=8.5 total_charge=0 relative_energy_kj_mol=302.24
S -0.229 0.076 -2.455 -0.1119
O 1.139 0.718 -0.001 -0.7627
C -0.851 -0.421 -0.971 -0.3897
B -0.320 0.055 0.459 0.0583
H -1.023 1.052 0.531 -0.0044
H 1.765 0.102 -0.436 0.5228
H -0.110 -0.835 1.314 -0.0185
H -1.507 -1.236 -0.936 0.1853
H 0.686 1.168 -0.674 0.5208



22
Properties=species:S:1:pos:R:3:nbo_charge:R:1 method="wB97M-V/def2-TZVPD" fmax_ev_per_a=3.15 homo_ev="-9.353 / -9.342" total_energy_ev=-9978.7032 gap_ev="9.0 / 7.7" total_charge=0 relative_energy_kj_mol=575.81 spin_multiplicity=2 s_squared=1.29
O -1.345 1.579 -2.346 -0.3035
N -0.014 0.200 0.997 -0.3374
C -0.877 -1.205 -0.917 -0.4153
C -0.301 0.202 -0.479 -0.0941
C -1.278 -1.103 -2.364 -0.6045
C 1.342 -0.260 1.426 -0.2968
C 1.804 0.256 2.791 -0.6413
C -1.290 1.357 -0.968 -0.1488
H 0.953 0.949 3.179 0.2376
H 1.397 -1.378 1.279 0.1937
H -1.702 -0.092 -2.539 0.2353
H -0.918 2.233 -0.436 0.2449
H -2.259 1.084 -0.422 0.1626
H 2.704 0.833 2.601 0.2161
H -0.055 -1.966 -0.607 0.2187
H -0.459 -1.137 -3.107 0.2185
H 2.155 -0.041 0.679 0.1746
H 2.063 -0.449 3.516 0.2240
H 0.671 0.493 -0.966 0.1799
H -1.706 -1.371 -0.181 0.2169
H 1.088 1.706 1.447 0.1015
H -1.975 -1.892 -2.584 0.2176



84
Properties=species:S:1:pos:R:3:lowdin_charge:R:1 method="wB97M-V/def2-TZVPD" fmax_ev_per_a=2.12 homo_ev=-10.443 total_energy_ev=-61774.3091 gap_ev=7.6 total_charge=+1 relative_energy_kj_mol=37.07
F -6.587 2.844 -2.750 0.1116
F 4.745 3.342 -1.875 0.1182
F 6.893 3.811 -1.674 0.1416
F -5.458 3.712 -4.436 0.1401
F 6.206 2.400 -3.222 0.1123
F -4.544 3.593 -2.431 0.1179
O 0.565 -2.739 4.482 -0.2154
O -0.152 1.310 4.349 -0.2204
N -0.400 -0.615 2.624 0.0038
N 5.025 0.696 -1.388 -0.0356
N -4.707 0.873 -2.275 -0.0423
C 6.702 -2.483 -2.303 -0.0708
C 5.272 -0.437 -3.580 -0.0200
C -3.575 0.987 -1.475 -0.2011
C -0.069 -2.017 2.221 -0.1113
C -1.490 -0.588 3.711 -0.0907
C -1.259 0.799 0.176 -0.1698
C 1.471 -0.054 -0.747 -0.0375
C 6.530 -2.502 -3.691 -0.0745
C -5.342 2.934 -3.333 -0.5377
C 6.107 1.625 -1.013 -0.0160
C 0.963 -2.718 3.119 -0.1960
C -5.482 -1.393 -2.742 -0.0146
C -5.645 -0.175 -2.059 -0.2503
C -4.804 1.558 -3.578 -0.0194
C 1.415 -3.465 5.382 -0.0775
C -0.014 2.450 5.188 -0.0752
C -6.409 -2.417 -2.577 -0.0737
C -2.553 0.651 0.700 -0.0263
C 6.185 -1.427 -1.559 -0.0187
C -0.134 0.605 1.176 0.0160
C 3.786 0.723 -0.764 -0.1924
C -6.783 0.027 -1.255 -0.0210
C -3.663 0.655 -0.114 0.0139
C 2.736 -0.021 -1.329 0.0173
C 3.522 1.444 0.415 0.0053
C -2.318 1.366 -1.969 -0.0005
C -1.374 0.650 4.586 -0.2063
C 1.230 0.579 0.497 -0.2035
C -1.184 1.285 -1.168 -0.0109
C 2.266 1.368 1.033 -0.0057
C -7.527 -2.219 -1.762 -0.0783
C 5.829 -1.476 -4.328 -0.0655
C -7.729 -0.992 -1.124 -0.0683
C 6.010 2.813 -1.922 -0.5354
C 5.447 -0.408 -2.184 -0.2563
H 5.704 -1.483 -5.411 0.1109
H 0.026 2.195 6.260 0.0992
H -2.481 -0.675 3.257 0.1155
H -1.416 0.384 5.660 0.1394
H -8.250 -3.023 -1.613 0.1082
H 4.318 2.010 0.895 0.1056
H -6.246 -3.363 -3.087 0.1067
H 7.058 1.132 -1.224 0.1509
H 0.412 -0.279 3.138 0.1225
H 0.931 2.912 4.882 0.0959
H -1.009 -2.578 2.267 0.1352
H 4.690 0.357 -4.056 0.1242
H 0.255 -1.970 1.173 0.1242
H -0.839 3.164 5.044 0.0992
H -8.617 -0.822 -0.512 0.1097
H 1.532 -4.537 5.140 0.0956
H -3.824 1.618 -4.053 0.1249
H 6.023 1.927 0.032 0.1278
H -2.264 1.273 4.346 0.1353
H -4.641 0.363 0.277 0.1169
H -4.588 -1.510 -3.362 0.1243
H 0.687 -0.588 -1.276 0.1194
H -2.651 0.462 1.763 0.0860
H 2.431 -3.042 5.448 0.0925
H -2.231 1.645 -3.028 0.1133
H 7.234 -3.279 -1.783 0.1087
H -1.297 -1.441 4.362 0.1163
H 0.942 -3.384 6.365 0.0930
H -0.257 1.572 -1.673 0.1189
H 1.034 -3.753 2.760 0.1326
H -0.178 1.354 1.940 0.1067
H -5.528 1.018 -4.192 0.1530
H -6.892 0.989 -0.742 0.1231
H 6.301 -1.371 -0.469 0.1261
H 1.956 -2.246 3.011 0.1344
H 6.941 -3.323 -4.282 0.1094
H 2.092 1.924 1.952 0.1178
H 2.940 -0.588 -2.239 0.1178